1.
Molecular formula: C3H6N2O
Method: DFT, ωB97M-V/def2-TZVPD

Values from the calculation:
Gap between HOMO and LUMO   8.72 eV
LUMO level   0.616 eV
2S+1   1
Relative energy (zero: lowest compared OMol25 entry of this formula, charge and spin)   3.4189 eV
E_HOMO   -0.298 hartree

Geometry (Å):
O  2.786  -0.369  -0.327
C  1.594  -0.211  -0.186
N  0.882  0.988  -0.347
C  -0.438  0.815  -0.063
C  -0.640  -0.548  0.101
N  0.635  -1.113  0.183
H  1.357  1.868  -0.432
H  -2.580  0.329  0.362
H  -1.077  1.658  0.176
H  -2.000  -0.198  0.831
H  -1.329  -1.116  -0.512
H  0.810  -2.103  0.213

---

2.
Molecular formula: C3H6N2O
Method: DFT, ωB97M-V/def2-TZVPD

Values from the calculation:
Gap between HOMO and LUMO   8.43 eV
LUMO level   0.284 eV
2S+1   1
Relative energy (zero: lowest compared OMol25 entry of this formula, charge and spin)   4.6289 eV
E_HOMO   -0.299 hartree

Geometry (Å):
C  -0.379  0.805  0.743
N  1.521  -1.152  -0.228
C  -0.863  0.906  -0.695
C  -0.613  -0.656  0.486
N  0.264  -1.485  -0.076
O  -0.537  0.416  -1.798
H  1.796  -0.173  -0.176
H  2.054  -1.781  -0.811
H  -1.359  1.893  -0.793
H  -1.407  -1.171  1.012
H  0.632  1.175  0.904
H  -1.110  1.225  1.433

---

3.
Molecular formula: C3H6N2O
Method: DFT, ωB97M-V/def2-TZVPD

Values from the calculation:
Gap between HOMO and LUMO   11.25 eV
SMILES string   C/N=C\NC=O
LUMO level   0.947 eV
2S+1   1
Relative energy (zero: lowest compared OMol25 entry of this formula, charge and spin)   1.7414 eV
E_HOMO   -0.379 hartree

Geometry (Å):
C  -1.525  0.106  0.032
N  -0.835  0.038  -1.292
C  0.385  -0.286  -1.248
N  0.993  -0.595  -0.003
C  1.406  0.419  0.815
O  1.572  0.305  2.008
H  -1.032  -0.125  1.001
H  -1.852  1.141  0.125
H  -2.368  -0.577  -0.044
H  1.063  -0.372  -2.104
H  0.617  -1.414  0.457
H  1.576  1.360  0.254

---

4.
Molecular formula: C3H6N2O
Method: DFT, ωB97M-V/def2-TZVPD

Values from the calculation:
Gap between HOMO and LUMO   10.40 eV
SMILES string   [H]/N=C\C#N.[H][H].C=O
LUMO level   -0.156 eV
2S+1   1
Relative energy (zero: lowest compared OMol25 entry of this formula, charge and spin)   3.7500 eV
E_HOMO   -0.388 hartree

Geometry (Å):
H  -0.003  -2.322  -1.250
N  -0.789  -1.997  -0.680
C  -0.972  -0.750  -0.819
C  -0.159  0.094  -1.687
N  0.510  0.731  -2.386
H  -1.762  -0.244  -0.262
H  0.751  -1.958  1.724
H  0.784  -1.236  1.901
C  0.416  1.930  0.865
O  0.052  1.056  1.611
H  1.352  1.847  0.286
H  -0.181  2.849  0.697

---

5.
Molecular formula: C3H6N2O
Method: DFT, ωB97M-V/def2-TZVPD

Values from the calculation:
Gap between HOMO and LUMO   10.03 eV
SMILES string   N[C@@]1([O-])[C@H]2C[N@H+]21
LUMO level   0.890 eV
2S+1   1
Relative energy (zero: lowest compared OMol25 entry of this formula, charge and spin)   4.8728 eV
E_HOMO   -0.336 hartree

Geometry (Å):
N  1.758  0.217  -0.384
C  0.669  0.349  0.463
O  0.828  0.381  1.759
C  -0.675  0.752  0.007
C  -1.250  -0.365  -0.772
N  -0.595  -0.695  0.475
H  2.449  -0.407  0.014
H  1.516  -0.037  -1.334
H  -1.306  1.418  0.591
H  -0.753  -0.739  -1.669
H  -2.335  -0.424  -0.794
H  -0.306  -0.450  1.643

---

6.
Molecular formula: C3H6N2O
Method: DFT, ωB97M-V/def2-TZVPD

Values from the calculation:
Gap between HOMO and LUMO   9.09 eV
SMILES string   c1c[nH]cn1.O
LUMO level   0.408 eV
2S+1   1
Relative energy (zero: lowest compared OMol25 entry of this formula, charge and spin)   0.8055 eV
E_HOMO   -0.319 hartree

Geometry (Å):
C  -0.358  -1.227  -1.771
C  -0.666  -0.119  -1.047
N  -0.005  -0.255  0.145
C  0.624  -1.455  0.108
N  0.460  -2.054  -1.033
H  -0.664  -1.481  -2.775
H  -1.232  0.752  -1.313
H  -0.164  0.336  0.947
H  1.320  -1.800  0.851
O  0.046  2.419  1.638
H  -0.361  2.498  2.511
H  1.001  2.386  1.739

---

7.
Molecular formula: C3H6N2O
Method: DFT, ωB97M-V/def2-TZVPD

Values from the calculation:
Gap between HOMO and LUMO   8.16 eV
SMILES string   N#CC=O.CN
LUMO level   -1.094 eV
2S+1   1
Relative energy (zero: lowest compared OMol25 entry of this formula, charge and spin)   2.3893 eV
E_HOMO   -0.340 hartree

Geometry (Å):
N  -1.859  -0.821  -1.519
C  -1.817  -0.164  -0.569
C  -1.795  0.648  0.665
O  -1.192  1.686  0.739
H  -2.374  0.225  1.500
C  1.528  -0.570  0.214
N  1.283  0.448  -0.796
H  0.629  -1.020  0.678
H  2.136  -0.143  1.018
H  2.103  -1.388  -0.232
H  0.769  1.230  -0.401
H  0.715  0.070  -1.547

---

8.
Molecular formula: C3H6N2O
Method: DFT, ωB97M-V/def2-TZVPD

Values from the calculation:
Gap between HOMO and LUMO   10.72 eV
SMILES string   C/N=C/NC=O
LUMO level   0.974 eV
2S+1   1
Relative energy (zero: lowest compared OMol25 entry of this formula, charge and spin)   0.8957 eV
E_HOMO   -0.358 hartree

Geometry (Å):
C  2.088  -0.362  -0.984
N  1.011  0.478  -0.508
C  -0.075  -0.081  -0.193
N  -1.154  0.657  0.278
C  -2.359  0.122  0.657
O  -3.287  0.771  1.075
H  2.948  -0.257  -0.315
H  1.830  -1.432  -1.056
H  2.407  -0.016  -1.972
H  -0.273  -1.162  -0.254
H  -1.038  1.660  0.358
H  -2.394  -0.978  0.538

---

9.
Molecular formula: C3H6N2O
Method: DFT, ωB97M-V/def2-TZVPD

Values from the calculation:
Gap between HOMO and LUMO   10.57 eV
LUMO level   1.045 eV
2S+1   1
Relative energy (zero: lowest compared OMol25 entry of this formula, charge and spin)   4.1214 eV
E_HOMO   -0.350 hartree

Geometry (Å):
O  0.058  2.427  0.164
N  -0.845  1.402  0.434
C  -0.532  0.340  -0.180
C  -0.788  -1.046  0.341
N  0.698  -1.070  0.460
C  0.782  -0.142  -0.731
H  -0.170  3.078  0.840
H  -1.127  -1.751  -0.433
H  -1.373  -1.147  1.255
H  1.070  -2.013  0.373
H  0.642  -0.671  -1.689
H  1.585  0.594  -0.834

---

10.
Molecular formula: C3H6N2O
Method: DFT, ωB97M-V/def2-TZVPD

Values from the calculation:
Gap between HOMO and LUMO   9.96 eV
LUMO level   0.762 eV
2S+1   1
Relative energy (zero: lowest compared OMol25 entry of this formula, charge and spin)   2.9458 eV
E_HOMO   -0.338 hartree

Geometry (Å):
C  -2.130  -0.284  -0.535
N  -0.773  -0.471  -0.081
C  0.203  0.381  -0.080
N  1.248  -0.280  0.444
C  2.498  0.234  0.670
O  3.422  -0.378  1.158
H  -2.828  -0.420  0.298
H  -2.274  0.720  -0.953
H  -2.373  -1.022  -1.306
H  0.181  1.415  -0.429
H  0.230  -1.193  0.451
H  2.597  1.298  0.362

---

11.
Molecular formula: C3H6N2O
Method: DFT, ωB97M-V/def2-TZVPD

Values from the calculation:
Gap between HOMO and LUMO   9.06 eV
SMILES string   c1c[nH]cn1.O
LUMO level   0.500 eV
2S+1   1
Relative energy (zero: lowest compared OMol25 entry of this formula, charge and spin)   0.8482 eV
E_HOMO   -0.315 hartree

Geometry (Å):
C  -1.848  -0.778  -0.788
C  -1.404  -0.513  0.471
N  -0.377  0.375  0.327
C  -0.301  0.664  -1.009
N  -1.165  -0.026  -1.704
H  -2.645  -1.469  -0.991
H  -1.675  -0.962  1.411
H  0.250  0.764  1.009
H  0.423  1.379  -1.352
O  2.561  0.291  0.823
H  3.011  -0.464  0.417
H  3.170  0.739  1.387

---

12.
Molecular formula: C3H6N2O
Method: DFT, ωB97M-V/def2-TZVPD

Values from the calculation:
Gap between HOMO and LUMO   10.06 eV
SMILES string   N[C@@]1(O)[C@H]2CN21
LUMO level   0.990 eV
2S+1   1
Relative energy (zero: lowest compared OMol25 entry of this formula, charge and spin)   3.9831 eV
E_HOMO   -0.333 hartree

Geometry (Å):
N  1.698  0.144  -0.374
C  0.561  0.283  0.431
O  0.856  0.564  1.731
C  -0.766  0.710  0.043
C  -1.165  -0.311  -0.915
N  -0.661  -0.753  0.391
H  2.343  -0.600  -0.117
H  1.423  0.016  -1.328
H  0.012  -0.147  2.156
H  -1.404  1.377  0.617
H  -0.558  -0.500  -1.800
H  -2.233  -0.441  -1.047